Entry 1:
The following is a quantum chemistry calculation of one molecule with the formula C3H3BrCl2, from OMol25.

Each line ends with the natural charge from an NBO analysis.
Positions of all 9 atoms, in Å:
Cl 1.104 -2.222 0.053  -0.03
C 0.656 -0.443 0.166  -0.23
C 0.052 0.395 -0.891  -0.44
C -0.696 0.060 0.443  -0.15
Cl -2.077 -0.968 0.420  0.07
Br -0.714 1.583 1.696  0.04
H 1.481 0.099 0.815  0.25
H 0.429 1.421 -0.808  0.24
H -0.235 0.075 -1.892  0.26

Results
Maximum force   4.0 eV/Å
Net charge   0
LUMO energy   0.35 eV
Energy relative to the best compared isomer or geometry (same formula, charge and spin)   0.447 eV
HOMO energy   -10.194 eV
SMILES string   Cl[C@H]1C[C@]1(Cl)Br
Kohn-Sham gap   0.3874 hartree

Entry 2:
The following is a quantum chemistry calculation of one molecule with the formula C3H7NO2, from OMol25.

Each line ends with the natural charge from an NBO analysis.
Positions of all 13 atoms, in Å:
C -1.306 -1.315 0.446  -0.62
C -0.723 -0.322 -0.517  -0.22
N 0.650 0.006 -0.127  -0.63
C 1.110 1.269 -0.193  0.88
O 0.511 2.225 -0.633  -0.66
O 2.374 1.354 0.309  -0.70
H -2.366 -1.543 0.243  0.22
H -1.265 -0.984 1.485  0.21
H -0.774 -2.260 0.385  0.20
H -1.244 0.624 -0.626  0.23
H -0.715 -0.723 -1.535  0.19
H 1.152 -0.632 0.464  0.40
H 2.597 2.302 0.299  0.50

Results
Maximum force   1.0 eV/Å
Net charge   0
LUMO energy   0.83 eV
Energy relative to the best compared isomer or geometry (same formula, charge and spin)   0.051 eV
HOMO energy   -9.919 eV
SMILES string   CCNC(=O)O
Kohn-Sham gap   0.3948 hartree

Entry 3:
The following is a quantum chemistry calculation of C8H11NO as an isolated structure, from OMol25.

Each line ends with the natural charge from an NBO analysis.
Positions of all 21 atoms, in Å:
C -1.070 -1.483 -3.057  -0.59
C -0.927 -0.425 -1.940  -0.11
C 0.364 -0.026 -0.116  0.23
C 1.400 0.836 -0.248  -0.23
C 1.660 1.765 0.890  -0.25
C 0.947 1.632 2.066  -0.23
C -0.007 0.806 2.097  -0.25
C -0.388 -0.230 1.159  0.18
H -1.624 -2.615 -2.361  0.16
H -0.116 -1.821 -3.339  0.21
H -1.724 -0.925 -3.821  0.22
H -2.107 -0.253 -1.336  0.21
H -0.209 0.522 -2.370  0.20
H 2.023 0.877 -0.958  0.20
H 2.282 2.604 1.033  0.21
H 1.283 2.319 2.973  0.22
H -0.704 0.478 2.960  0.18
H -1.275 -1.708 0.650  0.34
H -1.452 -1.383 2.229  0.37
N -1.347 -1.096 1.183  -0.71
O 0.146 -0.958 -1.130  -0.57

Results
Maximum force   18.4 eV/Å
Net charge   0
LUMO energy   0.90 eV
Energy relative to the best compared isomer or geometry (same formula, charge and spin)   7.552 eV
HOMO energy   -7.595 eV
Kohn-Sham gap   0.3123 hartree